{
  "formula": "C26H37N7O3SeTi",
  "method": "ωB97M-V/def2-TZVPD",
  "symbols": ["Ti", "C", "C", "N", "C", "C", "N", "C", "C", "C", "N", "C", "C", "N", "C", "H", "H", "H", "H", "H", "H", "H", "H", "H", "H", "H", "H", "H", "H", "H", "H", "H", "H", "H", "H", "H", "H", "H", "H", "C", "O", "C", "C", "C", "C", "C", "C", "O", "C", "O", "C", "H", "H", "H", "H", "H", "H", "H", "H", "H", "Se", "C", "N", "N", "C", "C", "C", "C", "N", "C", "C", "H", "H", "H", "H"],
  "xyz": [[0.573951, 1.031656, -0.134370], [-0.819267, -2.804206, -2.532914], [-1.772988, -1.684787, -2.107213], [-1.176058, -0.342259, -2.070980], [-0.749514, 0.161966, -3.372369], [0.773196, 0.080773, -3.501354], [1.411311, 0.859616, -2.434088], [2.879908, 0.807331, -2.560946], [3.497438, -0.365324, -1.801840], [3.654467, -0.092396, -0.304393], [2.402523, -0.174858, 0.471393], [2.224112, -1.492108, 1.108514], [1.853464, -2.604787, 0.123308], [0.698377, -2.225601, -0.656367], [0.127306, -3.305703, -1.439127], [-0.243192, -2.482129, -3.399253], [-1.423755, -3.652101, -2.859998], [-2.145951, -1.894098, -1.103670], [-2.629009, -1.692046, -2.801908], [-1.893900, 0.269850, -1.691256], [-1.042974, 1.213914, -3.478026], [-1.211707, -0.394932, -4.199463], [1.065514, 0.457162, -4.494261], [1.111102, -0.953851, -3.428535], [1.145903, 1.830328, -2.613447], [3.303033, 1.738181, -2.174412], [3.155325, 0.735304, -3.622261], [4.494962, -0.543381, -2.207168], [2.913097, -1.267507, -1.972390], [4.069392, 0.913678, -0.190465], [4.384375, -0.803005, 0.106506], [2.496450, 0.494093, 1.240949], [1.421101, -1.408098, 1.846310], [3.144668, -1.782747, 1.638110], [1.594770, -3.493695, 0.707128], [2.728043, -2.870556, -0.498574], [0.905893, -1.419502, -1.243650], [-0.418501, -3.964364, -0.753376], [0.907798, -3.925745, -1.918967], [-2.494458, -4.328266, 4.335889], [-2.167314, -3.689762, 3.117127], [-1.722730, -2.423435, 3.119074], [-1.589516, -1.612521, 4.259941], [-1.089979, -0.340869, 4.140961], [-0.680930, 0.198786, 2.905009], [-0.081630, 1.488371, 2.739171], [-0.119084, 2.544660, 3.808026], [0.500295, 1.814964, 1.657927], [-0.831568, -0.627250, 1.734472], [-0.482268, -0.176570, 0.564232], [-1.361849, -1.909004, 1.877677], [-2.811219, -5.333620, 4.061678], [-3.316179, -3.822218, 4.849393], [-1.627175, -4.392778, 4.999562], [-1.864479, -1.980773, 5.235585], [-0.979443, 0.241773, 5.041763], [-0.463230, 2.176785, 4.766005], [-0.788303, 3.339930, 3.474340], [0.869326, 2.990418, 3.914405], [-1.449758, -2.531192, 1.002792], [3.476890, 4.831127, 0.036784], [2.518836, 3.428665, -0.123663], [1.902559, 2.439673, -0.336810], [-4.654362, 6.076948, -1.409517], [-3.834988, 5.295317, -1.225650], [-2.833637, 4.330666, -1.014450], [-3.048289, 3.219988, -0.179209], [-2.058821, 2.280037, -0.035928], [-0.852145, 2.347367, -0.654477], [-0.648896, 3.436171, -1.438931], [-1.581817, 4.420686, -1.646063], [-3.988895, 3.105027, 0.336973], [-2.224681, 1.417606, 0.602552], [0.326280, 3.531318, -1.903587], [-1.357204, 5.257910, -2.288231]],
  "forces_ev_per_angstrom": [[2.34, -1.16, -2.84], [0.02, 0.08, 0.34], [0.00, -0.22, -0.13], [-0.24, 0.25, -0.13], [0.30, -0.16, -0.07], [-0.49, -0.03, -0.21], [-0.27, 0.45, -0.06], [0.51, -0.13, -0.07], [-0.10, 0.38, 0.15], [0.36, -0.08, -0.37], [0.15, 0.27, 0.53], [-0.11, -0.58, 0.09], [0.13, 0.28, 0.07], [0.21, -0.14, -0.31], [0.15, -0.08, -0.25], [-0.02, -0.05, -0.12], [0.04, 0.03, -0.07], [-0.09, -0.01, 0.00], [0.06, 0.00, 0.15], [0.21, -0.11, -0.12], [-0.04, -0.11, 0.00], [0.01, 0.15, 0.03], [0.07, -0.08, 0.18], [0.02, 0.04, 0.00], [0.16, -0.19, 0.00], [-0.10, -0.11, -0.12], [-0.09, 0.04, 0.12], [-0.01, -0.04, -0.01], [0.03, -0.17, -0.06], [-0.05, -0.14, 0.08], [-0.11, 0.12, 0.04], [0.22, -0.23, -0.13], [0.20, 0.01, -0.08], [-0.15, 0.10, -0.07], [0.08, 0.03, -0.01], [-0.07, -0.06, 0.10], [-0.12, -0.29, 0.13], [0.01, -0.02, -0.02], [-0.14, 0.00, 0.08], [-0.12, -0.22, 0.41], [0.17, 0.47, -0.34], [0.11, 0.17, -0.19], [-0.07, -0.18, 0.23], [0.05, 0.09, -0.14], [-0.10, -0.48, -0.66], [0.42, 0.48, -0.28], [0.15, -0.16, -0.15], [-0.72, 0.27, 2.37], [-0.51, -0.40, 1.59], [-2.15, -1.78, 1.32], [0.10, 0.11, -0.29], [0.04, 0.12, 0.06], [0.05, 0.01, -0.06], [-0.04, 0.04, -0.07], [-0.02, -0.04, 0.05], [-0.01, 0.07, 0.06], [-0.04, 0.02, 0.07], [-0.04, -0.02, -0.02], [0.01, -0.03, -0.03], [-0.01, -0.08, -0.11], [0.63, 1.06, 0.25], [-0.55, -1.20, -0.52], [1.39, 1.89, 0.15], [-0.08, 0.07, -0.01], [-0.64, 0.67, -0.11], [1.39, -1.39, 0.26], [-0.19, 0.70, -0.44], [0.40, -0.28, -0.07], [-2.06, 2.22, -0.61], [0.25, -0.50, 0.21], [-0.86, 0.21, 0.20], [-0.03, -0.05, 0.05], [0.06, 0.10, -0.10], [-0.09, -0.04, 0.13], [0.07, 0.03, -0.04]],
  "mulliken_spin": [0.769, 0.000, 0.006, 0.009, 0.011, 0.001, 0.039, 0.006, -0.003, 0.015, 0.022, 0.005, 0.006, -0.007, 0.001, 0.000, 0.000, -0.003, 0.002, -0.002, -0.002, 0.000, 0.000, -0.003, -0.004, -0.001, 0.000, 0.000, -0.003, -0.001, 0.001, -0.008, -0.003, 0.001, -0.001, 0.000, -0.015, 0.000, 0.000, 0.000, 0.004, 0.013, -0.005, 0.016, 0.036, 0.007, -0.001, -0.026, -0.008, 0.009, -0.009, 0.000, 0.000, 0.000, 0.000, 0.000, 0.001, 0.002, 0.001, -0.001, 0.002, 0.009, -0.004, 0.024, -0.007, 0.038, -0.020, 0.056, -0.041, 0.075, -0.023, -0.001, 0.010, 0.005, -0.001],
  "de_lowest_ev": 1.541,
  "homo_lumo_gap_ev": [6.53, 6.77],
  "total_charge": 1,
  "multiplicity": 2,
  "homo_energy_ha": [-0.371, -0.390]
}